# 1
100
Properties=species:S:1:pos:R:3:lowdin_charge:R:1 method="wB97M-V/def2-TZVPD" fmax_ev_per_a=18.44 de_lowest_ev=21.989 orbital_gap_ev=7.885 total_charge=0 homo_energy_ev=-7.26 multiplicity=1 mol_weight_da=670.91
C -34.6549 -15.1595 5.3706 -0.05
C -35.4125 -15.6240 6.6387 -0.05
C -36.0288 -16.9526 6.3469 -0.12
N -35.5098 -17.2891 5.1173 -0.07
C -34.6816 -16.3231 4.5148 -0.15
H -33.8082 -14.3366 5.4382 0.10
H -35.3411 -15.0668 7.5090 0.00
H -36.5052 -17.5524 6.9614 0.04
H -35.6892 -18.3126 4.5072 0.25
H -34.2261 -16.4276 3.5794 0.06
C -30.9829 -13.9901 4.6634 -0.12
C -31.0146 -15.1439 5.6171 -0.08
C -31.3648 -14.4522 7.0179 -0.12
N -31.3551 -13.1208 6.8527 -0.01
C -31.1596 -12.7198 5.3997 -0.09
H -30.8600 -14.0486 3.4382 0.12
H -30.7010 -16.1480 5.3538 0.04
H -31.3871 -14.9484 7.9936 0.07
H -31.3423 -12.3611 7.6241 0.11
H -31.1117 -11.6447 5.2099 0.07
C -31.0588 -21.0011 3.5490 -0.09
C -31.4436 -19.7196 2.9112 -0.11
C -31.9160 -18.8564 4.0248 -0.08
N -31.6498 -19.5565 5.2521 -0.01
C -31.1077 -20.7676 5.0611 -0.12
H -30.5674 -21.9142 2.9751 0.10
H -31.5605 -19.3835 1.8597 0.08
H -32.3175 -17.9575 3.8822 0.01
H -31.9783 -19.2420 6.1035 0.01
H -30.9652 -21.2900 6.0824 0.11
C -34.7903 -10.4190 6.9566 -0.08
C -34.3396 -11.7835 6.8383 -0.06
C -34.7453 -12.4686 8.1488 -0.11
N -35.4052 -11.5361 8.8313 -0.08
C -35.5497 -10.2731 8.2596 -0.09
H -34.3562 -9.6606 6.3095 0.08
H -33.9284 -12.1280 6.1533 -0.07
H -34.5125 -13.5867 8.4294 0.13
H -35.9114 -11.7680 9.7887 0.21
H -36.1387 -9.4307 8.6995 0.11
C -25.2268 -16.1856 5.2518 -0.06
C -26.4625 -15.5048 5.6749 -0.04
C -27.5187 -16.1587 4.8437 -0.08
N -26.8676 -17.0529 3.9609 -0.04
C -25.5898 -17.1408 4.1507 -0.14
H -24.3206 -15.8089 5.6709 0.06
H -26.5492 -14.8187 6.3487 0.01
H -28.5395 -16.1239 4.6145 0.04
H -27.5828 -17.6391 3.4017 0.18
H -25.0582 -17.8215 3.6156 0.07
C -29.7014 -15.8231 9.8254 -0.04
C -29.5282 -16.8672 10.8573 -0.03
C -28.5492 -17.8615 10.2036 -0.06
N -28.4197 -17.5696 8.7916 0.00
C -28.8587 -16.3125 8.5591 -0.08
H -30.1430 -14.9027 9.8648 0.02
H -29.8834 -16.8616 11.8402 0.05
H -28.2009 -18.7038 10.5119 0.01
H -27.8761 -18.0032 8.1194 0.12
H -29.0548 -16.0111 7.6050 0.04
C -28.6059 -9.9740 5.3205 -0.09
C -29.5039 -8.7780 5.3326 -0.08
C -28.6540 -7.6161 5.9049 -0.03
N -27.6007 -8.3536 6.5443 -0.06
C -27.5173 -9.7516 6.3233 -0.09
H -28.8194 -10.9428 4.9009 0.05
H -30.3243 -8.6647 4.7912 0.01
H -28.9774 -6.6782 6.1754 0.05
H -27.0505 -8.0431 7.3058 0.11
H -26.5271 -10.2493 6.6897 0.13
C -32.8155 -20.7990 7.7122 -0.05
C -33.3538 -19.4544 7.3990 -0.10
C -32.3829 -18.3277 7.9315 -0.07
N -31.3646 -19.0163 8.5375 -0.02
C -31.4723 -20.4076 8.4888 -0.07
H -33.2158 -21.7501 7.3075 0.09
H -34.0979 -18.9583 6.7592 0.06
H -32.0658 -17.3674 7.7672 0.06
H -30.5694 -18.4263 8.7996 0.10
H -30.6346 -20.9047 8.8290 0.06
C -30.2615 -11.3362 10.2997 -0.02
C -29.7611 -10.4630 9.1480 -0.11
C -30.7557 -10.2839 8.2183 -0.15
N -31.9774 -10.8828 8.6953 -0.05
C -31.7714 -11.5641 9.9471 -0.06
H -29.9201 -11.7645 11.2170 0.05
H -28.8066 -10.0430 9.1540 0.05
H -30.8102 -9.6891 7.1684 0.14
H -32.8327 -10.6683 8.1927 0.07
H -32.6000 -11.9524 10.5145 0.07
C -31.4302 -16.2911 1.6882 0.03
C -29.8916 -16.7082 2.0977 -0.01
C -29.0522 -15.6996 1.3454 -0.12
N -29.8356 -14.8726 0.6002 -0.04
C -31.1236 -15.0373 0.8636 -0.16
H -32.2569 -16.7692 1.8311 -0.02
H -29.5973 -17.5458 2.5298 -0.02
H -27.9620 -15.5113 1.2444 0.11
H -29.5144 -14.0655 0.0756 0.16
H -31.9400 -14.5478 0.3227 0.10



# 2
58
Properties=species:S:1:pos:R:3:lowdin_charge:R:1 method="wB97M-V/def2-TZVPD" fmax_ev_per_a=3.91 orbital_gap_ev="10.078 / 6.636" total_charge=+1 homo_energy_ev="-11.79 / -11.64" multiplicity=3 s_squared=2.011 mol_weight_da=488.42
Cu 19.1108 21.6686 -29.5233 0.51
Cl 17.3707 22.0169 -27.6203 -0.08
C 22.4118 21.1199 -32.8570 -0.06
C 21.8741 21.5754 -31.4800 -0.29
O 20.5486 21.2513 -31.2133 0.01
H 21.7340 21.3504 -33.6790 0.08
H 22.6608 20.0588 -32.8651 0.08
H 23.3482 21.6071 -33.1289 0.08
H 22.0788 22.6308 -31.3002 0.13
H 22.4859 21.0674 -30.7345 0.14
O 20.5118 23.0791 -28.4290 0.00
C 21.3600 23.7417 -27.7863 -0.40
O 21.0919 24.8492 -27.1320 0.07
C 22.2719 25.4389 -26.5852 -0.13
C 23.3406 24.3456 -26.5636 -0.14
C 22.8554 23.4736 -27.6715 -0.08
H 22.1520 25.8010 -25.5642 0.14
H 22.6111 26.2232 -27.2619 0.13
H 23.4126 23.8431 -25.5990 0.13
H 24.3034 24.7727 -26.8441 0.12
H 22.9290 22.4055 -27.4670 0.13
H 23.1769 23.6999 -28.6882 0.14
O 18.6790 23.7077 -30.2560 0.04
C 17.8812 24.5996 -30.4364 -0.44
O 17.4636 24.9833 -31.6209 0.05
C 16.7184 26.2513 -31.6810 -0.09
C 16.8148 26.7664 -30.2421 -0.17
C 17.3380 25.6363 -29.3994 -0.05
H 15.6801 26.0959 -31.9743 0.12
H 17.0575 27.0066 -32.3900 0.13
H 15.8687 27.1605 -29.8710 0.12
H 17.4511 27.6511 -30.2180 0.12
H 16.6907 25.3700 -28.5638 0.13
H 18.1636 26.0329 -28.8084 0.12
O 20.4212 20.3039 -28.0150 0.04
C 20.5538 19.1558 -27.6069 -0.43
O 20.8836 18.8601 -26.3663 0.04
C 20.7902 17.5422 -25.9843 -0.16
C 21.0547 16.8095 -27.3168 -0.11
C 20.5906 17.8558 -28.4246 -0.02
H 19.7859 17.4731 -25.5662 0.14
H 21.5850 17.2741 -25.2882 0.13
H 20.5985 15.8195 -27.3189 0.11
H 22.0972 16.4912 -27.3146 0.11
H 19.5673 17.6865 -28.7597 0.13
H 21.3252 17.9787 -29.2204 0.12
O 17.6946 20.6647 -30.9552 0.04
C 16.6861 20.8140 -31.6427 -0.41
O 16.6098 20.1710 -32.8041 0.06
C 15.6742 20.7634 -33.6664 -0.13
C 15.0031 21.9259 -32.8473 -0.12
C 15.4430 21.6568 -31.4200 -0.05
H 14.9593 20.0264 -34.0323 0.13
H 16.1789 21.2482 -34.5021 0.13
H 13.9250 21.7671 -32.8701 0.11
H 15.2168 22.8912 -33.3062 0.12
H 14.8227 21.0696 -30.7429 0.15
H 15.8204 22.5174 -30.8676 0.11



# 3
19
Properties=species:S:1:pos:R:3:lowdin_charge:R:1 method="wB97M-V/def2-TZVPD" fmax_ev_per_a=0.49 de_lowest_ev=1.889 orbital_gap_ev=10.671 total_charge=0 homo_energy_ev=-9.69 multiplicity=1 mol_weight_da=100.16
C -2.2313 0.3673 -0.1989 -0.05
C -1.0267 0.5554 -0.7371 -0.19
C 0.1108 1.2567 -0.0347 -0.22
C 1.5233 0.9332 -0.5480 -0.26
C 2.1538 -0.3444 0.0154 -0.12
H -3.0477 -0.1004 -0.7459 0.07
H -2.4401 0.6741 0.8256 0.08
H -0.8462 0.2296 -1.7652 0.11
H 0.0478 1.0645 1.0465 0.11
H -0.0712 2.3327 -0.1741 0.11
H 2.1712 1.7856 -0.3057 0.10
H 1.4937 0.8878 -1.6475 0.10
H 2.2379 -0.2994 1.1091 0.07
H 1.5655 -1.2397 -0.2158 0.06
H 3.1623 -0.4769 -0.3929 0.07
C -1.2021 -1.9037 0.9373 -0.18
O -0.2806 -1.5754 1.6415 -0.02
H -2.2514 -1.8825 1.2904 0.08
H -1.0690 -2.2646 -0.0999 0.09



# 4
25
Properties=species:S:1:pos:R:3:lowdin_charge:R:1 method="wB97M-V/def2-TZVPD" fmax_ev_per_a=4.88 de_lowest_ev=1.703 orbital_gap_ev=9.785 total_charge=+1 homo_energy_ev=-12.84 multiplicity=1 mol_weight_da=252.12
C -0.9124 -2.7016 -0.0466 -0.02
C -0.4831 -1.2022 -0.1061 -0.27
C -1.2496 -0.0908 -0.1194 -0.62
I -3.3312 -0.1559 -0.1644 1.04
C -0.4409 1.1799 -0.0220 -0.58
C -0.6805 2.0236 -1.3058 -0.07
C -0.6959 2.0458 1.1495 -0.06
C 1.0365 0.6498 -0.1185 -0.03
N 0.9183 -0.8393 -0.2642 -0.09
C 2.0165 -1.4675 0.5089 0.00
H -1.8076 -2.8658 -0.8052 0.12
H -1.3642 -2.8863 0.8396 0.03
H -0.0281 -3.3864 -0.1753 0.10
H -0.8221 1.4879 -2.2501 0.08
H 0.1827 2.7218 -1.4575 0.10
H -1.5810 2.7319 -1.4589 0.12
H -1.7101 1.9699 1.4732 0.05
H -0.3257 3.1490 1.1705 0.14
H -0.1033 1.5406 2.0821 0.14
H 1.7209 1.1097 -0.7900 0.13
H 1.4166 0.8943 0.9584 0.16
H 1.1000 -1.0629 -1.2171 0.18
H 1.7394 -1.5779 1.5763 0.13
H 2.4659 -2.4408 0.1874 0.12
H 2.9390 -0.8270 0.3551 0.13